Record 1
Density functional theory data (ωB97M-V/def2-TZVPD) for a 2-piece molecular cluster, C5H13NO overall in a non-equilibrium geometry.

The geometry in XYZ format:
```
20
Properties=species:S:1:pos:R:3:forces:R:3
C 0.01945 -1.30455 2.07986 0.69 1.02 1.75
O 2.30156 -2.50451 1.83145 0.30 0.51 -1.75
C 0.05242 -0.59297 0.74052 1.99 -1.75 -1.91
C -0.71435 0.69001 0.42024 -1.18 -0.15 -2.47
C -0.01614 1.39661 -0.74025 -4.73 3.08 1.59
C -0.83931 1.65373 -2.00290 -0.77 0.00 -1.30
N -0.55346 0.53446 -2.99908 0.65 0.50 0.72
H 0.53991 -0.62561 2.87442 -1.32 -1.18 -1.12
H 0.81178 -2.10854 1.89570 -1.29 0.36 0.51
H -0.95384 -1.74031 2.45653 1.12 0.62 -0.63
H 1.12371 -0.21553 0.59187 -0.95 -1.20 0.35
H -0.13716 -1.38622 -0.06949 0.25 1.33 0.92
H -1.80399 0.54977 0.09548 1.53 -0.05 0.65
H -0.64540 1.24071 1.34449 0.26 0.93 0.16
H 0.62550 2.26215 -0.48177 1.13 -1.36 -0.40
H 2.72640 -2.92139 2.56404 0.47 -0.72 1.47
H -1.93591 1.55472 -1.87041 0.67 0.17 0.77
H -0.68000 2.66381 -2.43544 0.47 -0.54 0.49
H -0.05566 0.72100 -3.88370 -0.38 0.80 0.63
H 0.13450 0.13267 -2.41156 1.09 -2.36 -0.42
```
Forces are in eV/Å.

Summary:
Kohn-Sham gap (spin up / spin down)   0.2506 / 0.2507 Eh
Spin multiplicity   2
Expectation value of S²   0.754
Energy relative to the best compared isomer or geometry (same formula, charge and spin)   635.0 kJ/mol
Net charge   +1
E_LUMO (spin up / spin down)   -7.91 / -7.89 eV

***

Record 2
Density functional theory data (ωB97M-V/def2-TZVPD) for one molecule with the formula C4H6N2 in a non-equilibrium geometry.

The geometry in XYZ format:
```
12
Properties=species:S:1:pos:R:3:forces:R:3
N -1.65082 0.82616 -0.94626 -2.58 1.05 1.99
C -0.52223 0.29144 -0.23830 -1.49 1.51 -0.27
C -0.35889 0.17312 1.11238 1.66 -2.57 0.46
C 0.86329 -0.64512 1.26119 1.14 0.10 -0.35
C 1.36895 -0.75417 -0.04831 2.82 -0.43 1.65
N 0.58736 -0.11772 -0.92696 -1.68 -0.23 1.00
H -2.64325 0.51837 -0.42243 3.68 1.00 -1.76
H -1.58479 1.87222 -0.77183 -0.55 -1.56 -0.55
H -1.05384 0.36778 1.92322 -0.02 0.13 -0.48
H 1.44296 -1.06931 2.18657 -1.55 1.10 -1.93
H 2.38382 -1.03206 -0.43354 -1.14 -0.12 0.84
H 0.79255 -0.00768 -1.89118 -0.30 0.02 -0.59
```
Forces are in eV/Å.

Summary:
Kohn-Sham gap   0.3291 Eh
SMILES   Nc1ccc[nH]1
Spin multiplicity   1
Energy relative to the best compared isomer or geometry (same formula, charge and spin)   133.5 kJ/mol
E_LUMO   0.99 eV

***

Record 3
Density functional theory data (ωB97M-V/def2-TZVPD) for a 5-piece molecular cluster, C33H49ClF8N4O12PS overall in a non-equilibrium geometry.

The geometry in XYZ format:
```
109
Properties=species:S:1:pos:R:3:forces:R:3
C -0.06380 2.52240 3.90931 0.43 -1.29 0.35
C -1.27900 1.60296 4.23479 -0.54 0.67 -0.24
C -2.36406 1.53659 3.08703 0.11 0.67 1.52
N -1.84591 1.77311 1.73607 -0.14 -1.58 -0.13
C -1.07308 0.74465 1.11676 -0.07 1.02 -1.00
O 0.31665 1.15343 1.12179 0.24 -1.57 -0.26
C 1.12322 0.42247 0.20412 -0.81 0.80 1.64
O 2.38297 0.37009 0.92427 -0.05 1.14 -0.95
C 3.41368 0.82441 0.23017 -3.58 -1.79 2.77
N 4.36951 0.86809 -0.34889 3.75 0.88 -2.39
C 1.19000 1.26213 -1.11280 -0.81 1.61 1.49
O 1.52741 0.81843 -2.12887 1.07 -1.92 -2.41
C 0.74219 2.78557 -1.17189 0.16 0.17 0.80
F 0.75273 3.19648 -2.43535 0.42 -0.37 -0.44
F -0.54631 2.92790 -0.78371 0.06 -0.35 0.59
C 1.66796 3.78146 -0.40883 -0.38 1.16 -0.23
F 0.95352 4.91557 -0.29135 -0.11 -0.17 0.05
F 1.96542 3.40648 0.86036 0.06 -0.78 -0.21
C 3.00091 4.18137 -1.16231 -0.41 1.82 1.11
F 2.72613 5.31526 -1.84775 0.03 -0.30 -0.44
F 3.45114 3.25568 -1.98554 -0.01 -0.43 -0.06
C 4.07949 4.56967 -0.10036 -0.70 0.73 0.67
O 5.05905 3.95003 -0.02959 2.19 -1.81 -0.36
O 3.86625 5.60713 0.77482 -1.42 -0.37 -0.67
C 0.68887 -1.07861 0.00726 0.48 -0.21 -2.03
C -0.27360 -1.38087 -1.21446 -0.93 -0.29 0.48
C 0.27431 -2.21448 -2.39592 -1.88 -1.63 1.13
O 1.08348 -1.90070 -3.15584 2.01 1.28 -1.30
Cl -0.50070 -3.82691 -2.64445 -0.23 0.78 0.40
P 2.20148 -2.25320 -0.16204 0.83 -1.85 0.64
S 1.64146 -4.10666 0.10248 -0.33 0.65 -0.08
N 0.02504 -1.55853 1.25082 0.39 1.03 0.69
C -1.12624 -0.66503 1.74274 -0.31 -1.07 0.90
N -2.36919 -1.42579 1.53105 0.53 0.41 -0.76
C -2.79628 -2.15312 2.68396 1.35 -1.39 -0.98
O -3.48425 -1.80668 3.52680 -2.14 1.69 2.06
F -2.24308 -3.37579 2.76283 0.64 0.37 -0.97
C -3.41879 -0.74197 0.85581 1.49 -0.88 -1.90
O -4.36806 -0.28358 1.28865 -2.89 1.14 1.92
F -3.24239 -0.69188 -0.48822 1.04 -0.35 0.38
H 0.76324 1.86584 3.56972 -0.29 0.55 -0.04
H 0.30128 2.98164 4.84171 -0.24 0.12 -0.52
H -0.26275 3.24856 3.11024 -0.04 -0.11 0.49
H -1.80837 2.04170 5.10192 0.17 -0.37 -0.37
H -0.98487 0.58814 4.57447 0.10 0.50 -0.28
H -3.05492 2.36853 3.31334 0.25 -0.39 -0.43
H -2.95772 0.61429 3.23205 0.17 0.33 -0.39
H -2.54903 2.08820 1.07603 0.04 0.19 0.36
H -1.36112 0.73560 0.04211 -0.06 -0.42 0.62
H 3.64777 5.17956 1.62045 0.26 0.43 0.00
H -1.13676 -1.94517 -0.81792 0.45 0.22 -0.22
H -0.72424 -0.47185 -1.65580 0.49 -0.31 0.17
H 3.12940 -1.99846 0.88919 -0.39 0.71 -0.51
H 2.89997 -2.00647 -1.36782 -0.39 0.58 0.26
H 0.75906 -1.58283 1.97633 -0.32 -0.04 0.03
H -0.34359 -2.52338 1.19754 0.46 -0.06 -0.53
H -0.95913 -0.66301 2.83894 -0.01 0.64 -0.57
C 0.50705 6.02144 -4.82071 0.07 -0.23 -0.14
C 0.25619 7.42655 -5.34360 0.09 0.21 0.12
C -1.25975 7.45460 -5.44804 -0.16 -0.07 -0.16
O -1.75818 6.58512 -4.42289 0.22 -0.04 -0.03
C -0.67501 5.82223 -3.88649 -0.10 0.15 0.19
H 1.46887 5.90260 -4.32148 -0.03 0.01 0.01
H 0.45882 5.30376 -5.64437 0.01 0.00 0.03
H 0.59451 8.16203 -4.60890 0.00 0.00 -0.04
H 0.75178 7.63891 -6.29021 -0.04 -0.02 0.01
H -1.59922 7.06758 -6.41435 0.03 0.07 -0.04
H -1.67266 8.45466 -5.31068 -0.06 -0.06 0.06
H -0.45639 6.20606 -2.88271 0.08 -0.08 0.03
H -0.97263 4.77516 -3.80120 -0.10 0.03 -0.02
C -3.21042 -4.12156 -6.85326 0.06 -0.06 -0.23
C -4.63525 -4.26039 -6.34153 -0.10 0.16 0.15
C -4.62138 -5.66284 -5.75590 0.00 -0.22 -0.09
O -3.28612 -5.90147 -5.29277 -0.04 0.20 -0.08
C -2.42423 -4.87495 -5.79322 0.02 -0.02 0.18
H -2.88378 -3.08844 -6.97124 0.00 -0.03 0.01
H -3.11183 -4.62297 -7.81931 0.02 0.03 0.02
H -4.81953 -3.52645 -5.55164 -0.03 -0.02 -0.03
H -5.39437 -4.12860 -7.11169 0.02 -0.03 0.02
H -4.85444 -6.41401 -6.51714 -0.09 0.03 0.00
H -5.32151 -5.78007 -4.92739 0.08 -0.06 0.03
H -2.15909 -4.22051 -4.95525 0.06 0.08 -0.09
H -1.51057 -5.32361 -6.18645 -0.03 -0.07 0.07
C -4.69239 -4.40150 4.95790 0.02 -0.14 -0.18
C -6.11718 -4.59503 5.45125 -0.11 0.14 0.15
C -6.05476 -5.99459 6.04101 0.01 -0.24 -0.07
O -4.71742 -6.17818 6.52121 -0.03 0.20 -0.16
C -3.89067 -5.12110 6.03043 -0.01 -0.03 0.25
H -4.40679 -3.36167 4.84271 -0.05 -0.03 0.12
H -4.56167 -4.90255 3.99300 0.01 0.00 0.02
H -6.34016 -3.86739 6.23604 -0.02 -0.02 -0.03
H -6.87139 -4.49515 4.67101 0.01 -0.03 0.02
H -6.24806 -6.75652 5.27874 -0.09 0.03 0.00
H -6.75963 -6.13770 6.86070 0.09 -0.05 0.03
H -3.66206 -4.45361 6.86899 0.07 0.06 -0.06
H -2.95427 -5.53544 5.65121 -0.02 -0.08 0.06
C 8.47632 0.40696 1.13949 0.11 0.21 -0.02
C 9.10414 -0.75258 1.89686 -0.03 -0.23 -0.09
C 8.42270 -0.64755 3.25122 0.06 0.13 0.19
O 7.11838 -0.10010 3.01325 0.09 -0.02 -0.15
C 7.05327 0.39093 1.66971 -0.16 -0.13 0.05
H 8.52740 0.30413 0.05605 -0.03 0.00 0.03
H 8.96843 1.34247 1.41711 -0.03 -0.01 -0.04
H 8.83770 -1.69787 1.41593 0.04 0.01 0.02
H 10.19008 -0.69879 1.96230 -0.03 0.01 0.02
H 8.96037 0.03668 3.91518 0.06 -0.06 0.00
H 8.32807 -1.61270 3.75091 -0.09 0.05 0.02
H 6.42188 -0.29395 1.09094 0.02 0.06 -0.11
H 6.59050 1.37950 1.66306 -0.03 -0.03 0.05
```
Forces are in eV/Å.

Summary:
Kohn-Sham gap   0.2461 Eh
Spin multiplicity   1
Net charge   +1
E_LUMO   -4.33 eV

***

Record 4
Density functional theory data (ωB97M-V/def2-TZVPD) for a 2-piece molecular cluster, C4H8O3 overall in a non-equilibrium geometry.

The geometry in XYZ format:
```
15
Properties=species:S:1:pos:R:3:forces:R:3
O 0.44022 0.08551 1.40120 0.19 -0.03 -0.64
C 1.02064 0.21932 0.35288 0.42 0.39 -0.02
O 0.50774 -0.07191 -0.87726 0.51 0.15 0.97
C 2.46442 0.74665 0.28880 -0.23 -0.12 0.06
O 2.96110 0.94837 -1.01621 -0.18 -0.11 0.04
H -0.39686 -0.40223 -0.72832 -0.21 -0.04 0.00
H 2.50144 1.71496 0.83587 -0.06 -0.73 -0.20
H 3.07107 -0.01241 0.83136 -0.25 0.51 -0.17
H 2.36258 0.50282 -1.63057 0.13 0.08 0.05
C -2.55848 -0.32629 -0.46630 -0.34 -0.39 0.81
C -2.21794 -1.02386 0.64765 -0.60 0.38 -0.54
H -2.61409 0.79132 -0.42443 0.18 -1.16 -0.21
H -2.90392 -0.84366 -1.39534 0.43 0.58 0.88
H -2.26335 -2.14054 0.67215 0.18 1.11 -0.06
H -1.94179 -0.49086 1.58642 -0.19 -0.64 -0.96
```
Forces are in eV/Å.

Summary:
Kohn-Sham gap   0.4036 Eh
SMILES   O=C(O)CO.C=C
Spin multiplicity   1
Energy relative to the best compared isomer or geometry (same formula, charge and spin)   170.1 kJ/mol
E_LUMO   0.79 eV